8 unconnected molecules or ions with the total composition C37H74IO18PS. Source: the OMol25 dataset; level of theory: the ωB97M-V functional and the def2-TZVPD basis.

Each line ends with the Löwdin charge.
Positions of all 132 atoms, in Å:
1 C 7.8812 1.9375 -1.6103  -0.1237
2 C 6.6171 2.7206 -2.3000  -0.2999
3 C 6.1796 2.1696 -3.7806  -0.6298
4 I 7.0874 3.4744 -5.3055  0.8343
5 C 6.4193 0.5665 -4.0271  -0.3638
6 O 7.7829 0.0390 -4.2107  -0.2361
7 S 7.7118 -1.5609 -3.5684  0.8888
8 O 8.1121 -1.7833 -2.0791  -0.3341
9 O 8.5187 -2.6845 -4.2795  -0.3165
10 O 6.0056 -1.8394 -3.6682  -0.2476
11 C 5.4915 -0.5203 -3.1706  -0.4483
12 P 3.5905 -0.3694 -3.2317  1.0044
13 C 2.9448 0.3442 -4.8778  -0.4029
14 C 2.4165 1.8943 -4.8127  -0.1811
15 C 2.8543 0.4889 -1.6962  -0.4253
16 C 1.3603 -0.1415 -1.3015  -0.1779
17 H 7.7979 0.7661 -1.6100  0.0566
18 H 8.9040 2.3223 -2.0519  0.0930
19 H 7.8890 2.2566 -0.4601  0.0926
20 H 6.9672 3.8507 -2.4555  0.0798
21 H 5.7380 2.7733 -1.5167  0.1136
22 H 5.0012 2.3436 -3.8635  0.0820
23 H 5.9628 0.4107 -5.1169  0.1377
24 H 5.8775 -0.3225 -2.0794  0.1211
25 H 2.0223 -0.3373 -5.2033  0.0607
26 H 3.7851 0.1978 -5.6874  0.0861
27 H 1.2851 2.0289 -5.1665  0.0883
28 H 3.0550 2.4960 -5.6226  0.0768
29 H 2.6117 2.4427 -3.7914  0.0525
30 H 2.7524 1.6527 -1.7650  0.0656
31 H 3.5363 0.2738 -0.7430  0.0921
32 H 0.4842 0.4829 -1.7772  0.0719
33 H 1.2845 -1.2954 -1.4952  0.0745
34 H 1.2657 0.0197 -0.1247  0.0779
35 O -0.6296 1.5481 -0.1749  0.0295
36 C -1.1290 1.4340 0.9434  -0.4910
37 O -1.9688 0.4092 1.2139  0.0012
38 C -2.4643 0.0836 2.5259  -0.2233
39 C -3.6868 0.9147 2.8637  -0.0695
40 C -0.8890 2.4745 1.9955  0.0130
41 H -1.6737 0.1686 3.2774  0.0792
42 H -2.7480 -0.9740 2.4954  0.1235
43 H -3.4534 1.9826 2.8875  0.0668
44 H -4.0911 0.6274 3.8379  0.0896
45 H -4.4634 0.7785 2.1046  0.0616
46 H -1.5718 3.3128 1.8340  0.0995
47 H 0.1438 2.8264 1.9063  0.0927
48 H -0.9967 2.1055 3.0147  0.0752
49 O -0.3508 -0.8234 4.6985  0.0668
50 C -0.6679 -1.7462 5.4474  -0.4824
51 O -1.9424 -2.1973 5.4718  -0.0075
52 C -2.3782 -3.3769 6.1730  -0.2239
53 C -2.6699 -3.0643 7.6278  -0.0659
54 C 0.3268 -2.3249 6.4081  0.0085
55 H -1.6615 -4.1944 6.0510  0.1176
56 H -3.3031 -3.7025 5.6847  0.1236
57 H -1.7753 -2.7169 8.1519  0.0702
58 H -3.0507 -3.9498 8.1435  0.0831
59 H -3.4118 -2.2635 7.7055  0.0852
60 H 0.3781 -1.6911 7.2973  0.1066
61 H 1.3073 -2.3460 5.9216  0.0852
62 H 0.1119 -3.3516 6.7019  0.0590
63 O 2.1793 -2.0313 -6.4061  0.0567
64 C 1.0543 -2.3570 -6.7817  -0.4865
65 O -0.0414 -1.8477 -6.1744  -0.0084
66 C -1.3911 -2.0219 -6.6444  -0.2257
67 C -1.9703 -3.3336 -6.1510  -0.0674
68 C 0.8774 -3.3889 -7.8545  0.0086
69 H -1.4456 -1.9176 -7.7321  0.1150
70 H -1.9733 -1.1939 -6.2258  0.1255
71 H -1.4072 -4.1904 -6.5310  0.0679
72 H -3.0121 -3.4376 -6.4657  0.0826
73 H -1.9241 -3.3852 -5.0587  0.0871
74 H 0.9605 -4.3850 -7.4119  0.1018
75 H 1.6699 -3.2559 -8.5980  0.0964
76 H -0.0638 -3.3062 -8.3966  0.0703
77 O -5.9207 2.6582 2.6097  0.0668
78 C -7.0457 2.3325 2.2341  -0.4873
79 O -8.1414 2.8418 2.8414  -0.0049
80 C -9.4911 2.6676 2.3713  -0.2280
81 C -10.0703 1.3559 2.8648  -0.0610
82 C -7.2226 1.3005 1.1613  0.0035
83 H -9.5456 2.7719 1.2837  0.1126
84 H -10.0733 3.4956 2.7899  0.1138
85 H -9.5072 0.4991 2.4848  0.0715
86 H -11.1121 1.2519 2.5501  0.0832
87 H -10.0241 1.3043 3.9570  0.0554
88 H -7.1395 0.3044 1.6038  0.1004
89 H -6.4301 1.4335 0.4178  0.0967
90 H -8.1638 1.3833 0.6192  0.0692
91 O 5.7702 3.3271 -12.1504  0.0752
92 C 6.3485 2.5612 -11.3811  -0.5050
93 O 6.4057 2.8377 -10.0586  -0.0083
94 C 6.8981 1.9303 -9.0550  -0.2444
95 C 8.4072 2.0209 -8.9378  -0.0771
96 C 7.0753 1.3593 -11.9048  0.0009
97 H 6.5483 0.9105 -9.2408  0.1156
98 H 6.4464 2.2432 -8.1073  0.0573
99 H 8.9011 1.7339 -9.8702  0.0677
100 H 8.7717 1.3698 -8.1389  0.0800
101 H 8.7130 3.0496 -8.7227  0.0803
102 H 8.0632 1.6636 -12.2603  0.0987
103 H 6.5023 0.9438 -12.7399  0.0939
104 H 7.1794 0.5544 -11.1783  0.0690
105 O 2.0797 -4.8875 7.2504  0.0658
106 C 3.1446 -4.8803 6.6350  -0.4999
107 O 4.3135 -4.7227 7.2965  -0.0043
108 C 5.6158 -4.8752 6.7017  -0.2278
109 C 6.0542 -3.5917 6.0237  -0.0672
110 C 3.1607 -4.9547 5.1379  0.0077
111 H 5.6433 -5.7391 6.0311  0.1150
112 H 6.3057 -5.1000 7.5223  0.1244
113 H 5.3812 -3.3181 5.2065  0.0688
114 H 7.0647 -3.6950 5.6195  0.0840
115 H 6.0412 -2.7599 6.7348  0.0857
116 H 2.9772 -3.9586 4.7267  0.0940
117 H 2.3634 -5.6320 4.8155  0.0973
118 H 4.0853 -5.3567 4.7252  0.0719
119 O -9.6598 1.4722 6.2146  0.0734
120 C -10.2734 2.3401 6.8336  -0.4905
121 O -10.5951 2.1519 8.1335  -0.0039
122 C -11.1500 3.1653 8.9927  -0.2283
123 C -12.6562 3.2417 8.8358  -0.0691
124 C -10.7533 3.5780 6.1376  0.0090
125 H -10.6582 4.1293 8.8326  0.1150
126 H -10.9120 2.8645 10.0188  0.1244
127 H -12.9411 3.5221 7.8181  0.0670
128 H -13.0792 3.9749 9.5277  0.0825
129 H -13.1112 2.2660 9.0331  0.0856
130 H -11.6910 3.3586 5.6203  0.1010
131 H -9.9977 3.8793 5.4051  0.0901
132 H -10.8913 4.4320 6.7997  0.0716

Forces on the atoms, in the same order (eV/Å):
0.0 0.6 1.0
1.0 0.9 0.3
-1.1 -0.8 2.3
-0.4 -0.9 0.6
-3.2 0.0 -3.3
-0.9 -2.4 2.0
3.2 -6.2 3.1
-2.1 2.8 -4.6
-3.5 5.1 0.6
2.3 2.6 0.4
2.0 2.9 1.1
-0.4 -1.6 -0.1
-1.0 0.7 -0.5
0.7 1.0 -1.3
-0.2 0.6 1.6
0.4 0.5 0.8
0.3 2.4 -0.2
-2.1 -1.1 0.7
0.0 -0.7 -2.5
-0.9 -2.5 0.5
1.5 -0.4 -1.9
2.7 -0.6 -0.2
0.9 0.5 2.1
-1.1 -1.0 -1.7
2.4 1.4 0.9
-1.7 0.3 1.6
2.5 -0.5 1.1
-1.4 -1.1 1.8
-0.6 -1.2 -1.9
0.2 -2.1 0.1
-1.1 0.4 -2.3
1.9 -1.6 0.8
0.2 2.3 0.1
0.1 -0.4 -2.7
-1.3 -0.3 1.9
0.1 0.0 -1.3
0.6 0.1 -0.8
-0.2 0.3 0.6
0.2 0.0 -0.3
0.6 0.0 0.6
-0.2 0.0 -0.3
0.2 0.2 -0.3
-0.1 -0.2 0.1
0.0 0.0 -0.1
0.2 0.0 0.2
0.1 -0.1 0.0
-0.3 0.1 -0.2
-0.2 0.0 -0.1
-0.9 -1.6 1.2
0.5 1.3 -0.7
0.1 0.3 -0.6
0.0 -0.1 0.3
0.1 0.2 0.2
0.3 -0.6 -0.2
0.0 0.2 0.1
0.2 0.3 -0.1
-0.1 -0.2 -0.1
0.0 0.1 -0.1
0.0 -0.2 -0.1
0.0 -0.1 -0.1
-0.2 0.3 0.2
0.0 0.2 0.2
-2.4 -0.6 -0.6
1.6 0.2 0.6
0.4 0.4 0.1
-0.2 -0.2 0.0
0.1 -0.2 0.1
-0.1 0.1 -0.8
0.1 -0.1 0.1
0.4 0.0 0.0
-0.1 0.1 -0.1
0.1 0.0 0.0
-0.1 0.1 -0.1
0.0 0.1 0.0
0.0 -0.1 0.3
-0.1 -0.1 0.2
-2.5 -0.2 -0.5
1.6 0.4 0.8
0.4 0.4 0.0
-0.1 -0.3 0.0
0.1 -0.2 0.1
0.0 0.1 -0.8
0.1 -0.1 0.1
0.4 0.0 0.0
-0.1 0.1 -0.1
0.1 0.0 0.0
0.0 0.1 -0.2
0.0 0.1 0.0
0.0 -0.1 0.3
-0.1 -0.1 0.2
1.0 -1.3 1.8
-0.7 1.3 -1.1
-0.5 0.2 -0.2
0.2 -0.1 0.0
0.1 0.0 -0.1
-0.3 -0.7 -0.1
0.1 0.1 -0.1
-0.1 0.1 -0.4
-0.1 -0.1 0.1
-0.1 0.1 0.0
-0.1 -0.1 0.1
-0.1 0.0 0.0
0.2 0.3 0.0
0.2 0.1 0.0
2.1 0.0 -0.8
-1.3 0.2 0.9
-0.4 -0.3 0.3
0.1 0.2 -0.2
-0.1 0.2 -0.1
0.0 -0.6 -0.4
-0.1 0.1 0.0
-0.4 0.0 0.0
0.1 -0.1 0.0
-0.1 0.0 0.1
0.1 -0.2 0.0
0.0 -0.1 0.0
0.0 0.3 0.1
0.0 0.2 0.0
-1.2 1.4 1.6
0.7 -1.4 -0.9
0.5 -0.3 -0.1
-0.2 0.1 0.0
-0.1 0.0 -0.2
0.4 0.7 -0.1
-0.1 -0.1 -0.1
0.1 -0.2 -0.3
0.0 0.1 0.1
0.1 -0.1 0.0
0.1 0.1 0.1
0.1 0.0 0.1
-0.2 -0.3 0.0
-0.2 -0.1 0.0

Computed properties:
SMILES string: CC[C@@H](I)[C@H]1OS(=O)(=O)O[C@@H]1P(CC)CC.CCOC(C)=O.CCOC(C)=O.CCOC(C)=O.CCOC(C)=O.CCOC(C)=O.CCOC(C)=O.CCOC(C)=O
Relative energy (zero: lowest compared OMol25 entry of this formula, charge and spin) (kcal/mol): 173.5